Computed, not measured: C44H70InNO35 as an isolated structure, with ωB97M-V/def2-TZVPD.

The geometry in XYZ format:
```
151
Properties=species:S:1:pos:R:3:forces:R:3:mulliken_charge:R:1
In -0.3970 -0.4971 -0.7377 -0.10 0.04 -0.50 2.9560
C -5.5958 0.1795 -0.4070 0.51 0.03 -1.49 -0.9830
C -4.5587 0.1345 -1.6189 0.95 -0.42 2.32 -0.0743
O -3.2273 0.4648 -1.3210 -0.63 0.09 -0.21 -0.3419
H -5.6573 1.1883 0.0012 -0.01 -0.07 0.08 0.2466
H -5.5060 -0.5527 0.3954 0.63 0.00 -0.06 -0.0533
H -6.5219 -0.0792 -0.9203 -0.46 0.24 0.17 0.4797
H -4.9653 0.7931 -2.3864 0.13 0.52 -0.34 0.2731
H -4.6732 -0.8528 -2.0663 0.33 -0.51 -0.16 -0.0224
C 1.5750 -3.5477 3.4323 -0.83 1.15 -1.33 -0.9657
C 1.5661 -2.0878 2.8926 -0.10 0.70 -1.44 -0.2600
O 1.2936 -1.8479 1.5038 0.31 -0.81 1.13 -0.5231
H 0.5132 -3.7890 3.4827 0.09 -0.60 0.24 0.3464
H 2.0623 -3.6315 4.4037 -0.05 0.05 -0.04 0.3907
H 2.0485 -4.1808 2.6819 0.08 -0.18 0.17 -0.1365
H 2.5242 -1.6015 3.0762 0.76 0.03 0.01 0.2053
H 0.9327 -1.4684 3.5276 -0.62 0.03 0.11 0.2462
N 0.2439 0.7474 -4.1230 -0.24 -1.92 -0.14 0.7649
O 0.5639 1.1933 -5.2113 0.33 0.97 -0.85 -0.7294
O 0.3053 1.4551 -3.1002 -0.12 0.82 1.72 -0.3416
O -0.1245 -0.4307 -4.0079 -0.26 -0.25 0.31 -0.5179
C -1.7630 6.5289 1.2613 -0.16 0.09 0.17 -1.4383
C -1.3039 5.5449 0.2058 -0.35 0.05 0.15 1.0399
C 0.0977 5.7497 -0.2572 0.15 2.54 -0.98 -0.5896
O 0.7131 4.4904 -0.2108 1.70 0.37 -1.23 -0.2203
C -0.1270 3.6010 0.2396 0.31 -3.74 1.28 0.2852
O 0.0846 2.3836 0.3671 -0.64 3.26 -0.52 -0.7108
O -1.1971 4.2236 0.7026 -2.09 -1.07 0.97 0.0118
H -0.9389 6.7510 1.9393 -0.10 -0.05 0.13 0.3090
H -2.6127 6.1864 1.8519 0.07 -0.34 -0.10 0.1160
H -2.1131 7.4632 0.8226 0.24 0.03 -0.28 0.4390
H -1.9386 5.5128 -0.6797 -0.42 0.01 0.20 -0.3344
H 0.6056 6.5333 0.3051 0.47 -0.58 0.59 0.4237
H 0.0166 6.2025 -1.2454 0.63 -0.73 -0.52 0.2892
C -3.8649 3.4033 -5.4229 -1.46 0.65 -0.46 -1.5665
C -3.6508 4.1610 -4.1195 0.28 -0.75 -1.58 0.5834
C -2.9178 3.3119 -3.1581 0.51 0.11 1.48 0.0894
O -1.6573 4.0068 -2.9340 -0.29 -0.65 -0.04 -0.1855
C -1.6547 5.1082 -3.6693 3.27 3.12 0.28 0.4556
O -0.7483 5.9750 -3.6639 -2.81 -2.83 0.10 -0.6728
O -2.7665 5.2307 -4.3779 -0.18 1.10 -0.45 -0.3707
H -3.0240 2.8880 -5.8871 0.47 0.27 0.64 0.3755
H -4.2303 4.1247 -6.1538 -0.12 -0.08 -0.20 0.4039
H -4.6453 2.6526 -5.2981 -0.11 -0.04 0.10 0.4047
H -4.5357 4.5276 -3.5992 -0.33 0.25 -0.82 0.3005
H -2.7867 2.3099 -3.5666 0.39 -0.05 0.80 0.0991
H -3.4916 3.4239 -2.2381 0.52 -1.14 0.40 0.0067
C 5.5834 3.9299 -0.7822 1.12 0.77 1.19 -1.6063
C 5.4115 2.4635 -0.3279 -0.70 1.68 -0.81 0.4797
C 5.3071 2.1882 1.2015 2.17 0.72 -1.41 -0.5316
O 4.0902 1.5701 1.3339 -1.54 -1.15 2.10 -0.2130
C 3.4365 1.4567 0.1941 -4.69 -1.56 -3.56 0.1807
O 2.3397 0.9040 -0.0648 4.37 1.90 2.22 0.4090
O 4.1055 2.1013 -0.7693 0.23 -0.66 -0.25 -0.2622
H 4.8872 4.6453 -0.3445 -0.56 -0.50 0.23 0.2892
H 5.6407 4.2346 -1.8272 -0.27 -1.08 -0.26 0.3459
H 6.5300 4.2962 -0.3847 0.41 -0.11 0.13 0.4552
H 6.1800 1.8443 -0.7906 -0.21 -0.21 -0.12 0.2379
H 5.4155 3.1125 1.7690 -0.38 -0.07 0.25 0.3632
H 6.0891 1.4814 1.4791 0.05 0.12 0.27 0.2744
C 4.3382 -0.8124 -6.0714 0.04 0.11 -0.10 -1.6209
C 4.5443 -1.4789 -4.6952 -1.22 0.00 -0.52 0.3296
C 5.2576 -0.7461 -3.6165 1.19 2.23 0.23 -0.3957
O 4.2809 -0.2844 -2.6583 1.81 0.24 -0.79 0.1783
C 3.1952 -0.9803 -2.8629 -0.68 -0.56 -0.30 -0.1097
O 2.3101 -0.9719 -2.0716 -1.02 -0.55 -0.26 -0.2549
O 3.2880 -1.6816 -4.0338 -1.09 -0.75 0.31 -0.2829
H 3.7352 -1.4283 -6.7387 0.15 -0.47 0.23 0.3895
H 5.3113 -0.6814 -6.5447 0.15 -0.10 -0.01 0.4291
H 3.8274 0.1468 -6.1555 0.04 0.19 0.89 0.3274
H 5.0739 -2.4084 -4.9042 -0.46 -0.39 0.27 0.2415
H 5.6292 0.1569 -4.1009 0.76 0.07 0.49 0.3296
H 5.9997 -1.3162 -3.0577 0.07 0.06 -0.37 0.2546
C 5.3237 -3.8560 2.3813 -0.73 0.58 1.54 -1.6831
C 4.7731 -3.2413 1.0884 2.93 -1.43 -0.59 1.8964
C 5.0881 -1.7809 0.7757 -2.93 0.26 1.23 -0.0391
O 5.5970 -1.7590 -0.5385 0.43 0.46 0.28 -0.1617
C 6.0221 -2.9857 -0.8541 1.59 -0.86 -1.53 0.4998
O 6.6943 -3.2491 -1.8424 -1.45 0.48 1.77 -0.6641
O 5.6648 -3.8569 0.0896 -0.01 -0.59 -0.71 -0.4532
H 6.2328 -3.4393 2.8148 0.34 0.62 -0.90 0.4227
H 5.5547 -4.9212 2.3911 -0.55 -0.08 -0.69 0.3875
H 4.6551 -3.6709 3.2220 -0.56 -0.19 -0.08 0.3301
H 3.7799 -3.5594 0.7718 -0.21 0.26 0.56 -0.5686
H 5.6374 -1.2646 1.5629 0.84 -0.16 -0.46 0.1269
H 4.0950 -1.3317 0.7875 0.01 0.65 -0.36 -0.2104
C 1.1829 1.3848 3.9464 0.24 1.02 0.41 -1.0211
C 1.7209 2.7440 4.4360 -0.12 -1.82 0.22 0.1886
C 2.6971 3.4833 3.5049 -1.11 -1.14 1.78 0.1902
O 2.0575 4.7345 3.4523 2.11 2.19 -2.36 -0.4122
C 0.8817 4.8004 3.9991 -2.07 3.16 1.41 0.7801
O 0.1994 5.8506 4.1163 1.92 -3.69 -0.70 -0.6666
O 0.6301 3.6276 4.5298 -2.36 -0.02 0.73 -0.2826
H 1.9699 0.6399 3.8285 0.07 0.20 -0.28 0.2581
H 0.6480 1.6050 3.0225 0.00 -0.55 -0.19 0.0436
H 0.4925 1.0003 4.6971 -0.15 0.03 -0.12 0.4197
H 2.0783 2.6624 5.4625 0.42 -0.07 -0.02 0.2884
H 2.7415 2.9453 2.5579 0.34 0.62 -0.10 -0.1530
H 3.6035 3.5809 4.1024 0.45 0.13 -0.90 0.3346
C 3.6663 -6.7842 -0.9176 -0.69 -1.15 0.08 -1.3228
C 2.2151 -6.3798 -1.1264 0.23 0.66 0.24 0.4458
C 1.3902 -6.1563 0.1466 1.25 1.30 0.10 -0.4506
O 0.6430 -4.9705 -0.1829 -0.91 -1.83 1.94 -0.1784
C 1.2245 -4.3006 -1.1499 -1.38 0.76 -1.19 0.6134
O 0.7669 -3.2458 -1.4924 1.29 -0.34 -0.24 -0.5792
O 2.1865 -5.0565 -1.7293 0.04 0.15 -0.13 -0.3602
H 3.5876 -7.6778 -0.2983 0.28 -0.20 0.26 0.4228
H 4.3224 -6.0796 -0.4066 -0.33 0.27 -0.20 0.1371
H 4.1093 -7.1478 -1.8447 0.09 0.41 -0.05 0.3896
H 1.6846 -7.1063 -1.7418 0.16 0.19 -0.51 0.2848
H 2.0940 -5.8356 0.9147 0.03 -0.20 0.42 0.1081
H 0.7926 -6.9727 0.5522 -0.25 0.21 -0.52 0.3560
C -5.7735 -4.1325 -2.0122 1.24 -0.38 -0.21 -1.2617
C -4.2764 -4.5707 -2.0769 -0.38 0.62 -0.58 0.4646
C -3.7937 -5.0948 -3.4282 -0.59 0.86 -0.41 -0.5250
O -2.6920 -4.2392 -3.8147 -0.06 -1.22 -0.40 -0.3750
C -2.5195 -3.2753 -2.9145 0.95 0.28 1.21 -0.0461
O -1.6195 -2.4831 -2.8928 -1.13 -0.50 -0.16 -0.2795
O -3.4549 -3.3976 -1.9459 -0.49 0.37 0.84 0.2541
H -6.4987 -4.9421 -2.0932 0.30 -0.39 0.45 0.4054
H -6.0279 -3.5181 -2.8759 0.28 0.54 0.24 0.4049
H -5.8237 -3.6224 -1.0502 -0.58 0.22 -0.24 0.0073
H -4.0618 -5.2685 -1.2675 0.17 0.18 0.14 0.2294
H -4.5782 -4.8506 -4.1444 0.00 -0.68 -0.29 0.3036
H -3.5306 -6.1520 -3.3913 0.24 0.23 -0.37 0.3056
C -3.1955 4.4143 4.5067 -0.28 -1.13 0.53 -1.0943
C -3.3790 2.8846 4.3627 -1.25 1.16 -0.26 0.2681
C -4.5491 2.3984 3.4748 -0.74 1.95 1.65 -0.6603
O -3.9390 1.4615 2.6926 -4.12 -1.92 -2.14 -0.3113
C -2.6804 1.4859 2.7796 5.26 -4.94 -3.91 0.2037
O -1.9399 0.6749 2.1387 -2.33 3.30 2.56 -0.0895
O -2.3240 2.3938 3.6037 3.60 1.30 1.49 -0.1503
H -2.1902 4.6256 4.8711 -0.06 -0.01 0.11 0.2625
H -3.9356 4.7530 5.2317 0.05 0.31 -0.02 0.4303
H -3.3112 4.9496 3.5642 -0.15 -0.28 -0.04 0.0368
H -3.4564 2.3300 5.2978 0.48 0.33 0.37 0.3134
H -4.9276 3.2522 2.9128 -0.20 -0.20 -0.41 0.2922
H -5.3541 1.9335 4.0439 -0.04 0.09 -0.05 0.4072
C -5.3368 -1.2682 3.9156 -1.78 -0.99 0.12 -1.1412
C -4.7136 -2.4972 3.2478 -0.37 0.56 1.06 0.3088
C -5.4704 -3.2357 2.1201 -0.18 1.07 0.18 -0.6558
O -4.4980 -3.1874 1.0809 0.57 -0.30 -0.81 -0.1297
C -3.3942 -2.4575 1.4291 3.73 0.83 -1.90 0.1989
O -2.3550 -2.2787 0.7432 -4.48 -0.99 2.36 -0.5261
O -3.5555 -1.9619 2.6656 1.02 -0.40 -1.64 -0.2325
H -4.8132 -0.9473 4.8161 0.13 -0.02 -0.26 0.3887
H -6.3637 -1.5180 4.1825 -0.12 -0.26 0.61 0.4726
H -5.5381 -0.4442 3.2310 0.83 -0.08 -0.29 -0.0097
H -4.3338 -3.2559 3.9321 -0.41 0.13 0.56 0.3250
H -6.4104 -2.7782 1.8118 0.24 0.85 -0.29 0.3349
H -5.8480 -4.2353 2.3355 1.03 -0.38 0.20 0.4109
```
Positions in Å, forces in eV/Å.

The spin multiplicity is 1. As for the HOMO energy: -7.12 eV.